# 1
ORCA calculation (the ωB97M-V functional and the def2-TZVPD basis) on one molecule with the formula C2H6N4O in a non-equilibrium geometry.

CARTESIAN COORDINATES (ANGSTROEM)
C -1.3452 -0.3791 0.0189
C -0.6805 1.0194 0.4276
N -2.5520 -0.1808 -0.2696
N 0.7317 0.9720 -0.0461
N 1.1952 -0.1560 0.3575
N 2.2428 -0.7020 -0.1485
O -0.5402 -1.3310 0.1848
H -1.2643 1.8096 0.1085
H -0.5196 1.0013 1.5262
H -3.1889 -1.0768 -0.3909
H 1.0127 1.3986 -1.0656
H 2.3001 -1.6368 0.3450
H 2.6081 -0.7383 -1.0478

Computed properties:
highest occupied orbital energy = -8.485 eV
ΔE to the lowest compared entry with this formula, charge and spin = 507.5 kJ/mol
E = -10174.801 eV
E_LUMO = 0.2 eV
frontier orbital gap = 8.64 eV

Atom charges from the Mulliken analysis, given in e for atoms 1 to 5: 0.408 -0.375 -0.634 -0.112 0.124

# 2
ORCA calculation (the ωB97M-V functional and the def2-TZVPD basis) on a 2-piece molecular cluster, C2H6N4O overall in a non-equilibrium geometry.

CARTESIAN COORDINATES (ANGSTROEM)
C 0.1793 0.2038 1.2667
C -0.7095 0.3875 -1.9990
H 2.3944 -0.3984 1.2795
H 1.4756 0.0103 -0.6807
H 0.7717 -0.0501 3.3640
H -1.7562 0.4262 0.0947
H -0.7646 -1.5519 -1.0551
H -0.8636 -0.0979 -3.0098
N 1.5431 -0.1519 0.8358
N -0.1233 0.3230 2.5800
N -0.8217 -0.0963 0.2165
N -0.2008 -0.5243 -0.9816
O -1.1244 1.5200 -1.9110

Computed properties:
highest occupied orbital energy = -8.408 eV
ΔE to the lowest compared entry with this formula, charge and spin = 707.2 kJ/mol
E = -10172.732 eV
E_LUMO = 0.2 eV
frontier orbital gap = 8.62 eV

Atom charges from the Mulliken analysis, given in e for atoms 1 to 5: 0.394 0.109 0.167 0.356 0.229

# 3
ORCA calculation (the ωB97M-V functional and the def2-TZVPD basis) on a 2-piece molecular cluster, C2H6N4O2 overall in a non-equilibrium geometry.

CARTESIAN COORDINATES (ANGSTROEM)
C 0.6773 -0.8491 -0.7995
C -0.5037 -0.2103 -0.2219
H 1.5049 -0.3514 1.6766
H 3.2675 -0.4674 1.0842
H 0.4104 -1.3024 -1.8102
H -1.3749 1.7141 0.3352
H 1.1940 1.6177 0.1844
H -3.5766 -0.8398 -0.1158
N 2.2949 -0.3034 0.8377
N 1.8665 -0.9438 -0.2900
N -0.5540 1.1051 -0.0485
N -1.5698 -1.0027 -0.0805
O 0.5047 2.0012 -0.3578
O -2.5960 -0.2513 0.5881

Computed properties:
highest occupied orbital energy = -8.253 eV
ΔE to the lowest compared entry with this formula, charge and spin = 706.9 kJ/mol
E = -12219.325 eV
E_LUMO = 0.3 eV
frontier orbital gap = 8.54 eV

Atom charges from the Mulliken analysis, given in e for atoms 1 to 5: -0.012 0.576 0.268 0.235 0.300